ORCA calculation (ωB97M-V/def2-TZVPD) on a molecular structure, H12MgO6.

Output
total charge = +2
molar mass = 132.40 g/mol
lowest unoccupied orbital energy = -8.90 eV
ΔE to the lowest compared entry with this formula, charge and spin = 84.71 kcal per mole
frontier orbital gap = 0.386 Eh
calculated total energy = -17910.3975 eV

```
19
Properties=species:S:1:pos:R:3:forces:R:3:mulliken_charge:R:1
Mg 0.0571 0.0013 -0.1913 -0.084 0.403 -0.204 1.6633
O -2.5946 -0.8743 0.1060 1.333 0.366 -0.052 -0.5828
H -3.1944 -1.1763 -0.5761 -0.147 -0.258 -0.410 0.3098
H -3.1652 -0.5153 0.7855 -0.193 0.205 0.374 0.3268
O 2.6483 0.7219 -0.3956 -1.399 -0.617 0.221 -0.5804
H 3.2016 0.1482 0.1344 0.300 -0.317 0.194 0.3282
H 3.2360 1.4181 -0.6890 0.035 0.500 -0.263 0.2978
O 0.3689 -1.0631 2.5506 -0.214 0.382 -1.158 -0.5730
H -0.4174 -1.3724 3.0003 -0.358 -0.186 0.150 0.3190
H 1.0302 -0.9996 3.2398 0.426 0.103 0.190 0.3051
O -0.6726 1.1279 -2.4572 0.471 -0.686 1.284 -0.5703
H -0.1930 1.8406 -2.8794 0.414 0.252 -0.213 0.3205
H -1.5783 1.2452 -2.7439 -0.511 -0.113 -0.064 0.3220
O -0.7200 2.4237 0.7584 0.318 -1.273 -0.436 -0.5585
H -0.6875 2.7320 1.6641 0.054 -0.010 0.502 0.3088
H -0.8078 3.2212 0.2364 -0.052 0.266 -0.383 0.3065
O 1.0479 -2.5890 -0.8046 -0.475 1.188 0.384 -0.5585
H 1.5649 -2.9629 -1.5181 0.232 0.054 -0.465 0.2996
H 0.8761 -3.3273 -0.2202 -0.152 -0.260 0.353 0.3161
```
Positions in Å, forces in eV/Å.

---

ORCA calculation (ωB97M-V/def2-TZVPD) on a molecular structure, C20H21Cl5MnN5.

Output
total charge = +1
molar mass = 563.63 g/mol
lowest unoccupied orbital energy (spin up / spin down) = -3.59 / -3.65 eV
ΔE to the lowest compared entry with this formula, charge and spin = 18.20 kcal per mole
frontier orbital gap (spin up / spin down) = 0.266 / 0.273 Eh
multiplicity = 6
calculated total energy = -122460.1459 eV

```
52
Properties=species:S:1:pos:R:3:forces:R:3:lowdin_spin:R:1
Mn 0.4932 0.3425 0.4119 -2.432 0.915 -1.272 4.6544
N -1.8850 0.0340 0.7458 -0.073 -0.179 0.196 0.0389
C -2.5168 -1.1354 0.1117 -0.005 0.045 -0.064 0.0038
C -1.5222 -2.2707 -0.1122 -0.003 0.044 -0.017 0.0022
N -0.2519 -1.8086 -0.6806 -0.035 -0.188 -0.052 0.0318
C -0.2106 -1.7046 -2.1430 -0.004 0.043 0.021 0.0024
C -0.7545 -0.3755 -2.6599 -0.066 0.018 0.042 0.0037
N -0.2601 0.7638 -1.8702 0.187 -0.058 -0.178 0.0386
H -2.3039 0.8867 0.3850 0.135 -0.026 0.044 0.0013
H -2.0787 0.0513 1.7414 -0.015 -0.018 -0.002 0.0018
H -3.3556 -1.5171 0.6989 -0.014 -0.007 -0.038 0.0009
H -2.9324 -0.8185 -0.8445 -0.002 0.012 0.012 0.0001
H -1.2991 -2.7511 0.8431 0.016 0.036 0.007 0.0000
H -1.9945 -3.0275 -0.7507 -0.009 -0.032 0.051 0.0008
H 0.4610 -2.4743 -0.4102 0.027 0.034 0.041 0.0006
H 0.8330 -1.8107 -2.4466 0.005 0.028 0.027 0.0001
H -0.7696 -2.5207 -2.6169 0.045 -0.005 -0.040 0.0008
H -0.5002 -0.2834 -3.7185 -0.036 -0.019 -0.004 0.0008
H -1.8430 -0.3793 -2.6078 0.002 0.016 0.000 0.0002
H 0.5060 1.2291 -2.3446 0.004 -0.017 -0.039 0.0017
H -0.9846 1.4736 -1.7931 0.163 -0.100 0.083 0.0013
C 4.4841 0.0414 -1.4091 -0.030 -0.049 0.036 0.0012
C 5.1192 -0.3723 -0.2519 -0.040 0.010 -0.004 0.0065
C 4.3552 -0.8044 0.8201 0.095 0.073 -0.207 0.0009
C 2.9685 -0.8165 0.7154 0.333 -0.253 0.353 0.0132
N 2.3557 -0.3704 -0.3984 0.439 -0.333 0.841 0.0331
C 3.1023 0.0327 -1.4239 -0.096 0.046 -0.151 0.0115
C 2.1656 -1.2985 1.9125 0.187 -0.342 0.148 0.0114
C 2.8211 -1.9764 2.9369 -0.049 -0.086 0.019 0.0011
C 2.1356 -2.3183 4.0913 0.006 0.015 -0.030 0.0055
C 0.7928 -2.0096 4.1936 -0.002 -0.045 -0.047 0.0013
C 0.1908 -1.4005 3.1098 -0.258 -0.053 -0.106 0.0101
N 0.8399 -1.0599 2.0007 1.161 0.212 -0.015 0.0334
H 5.0346 0.3853 -2.2724 0.004 -0.010 -0.005 0.0001
H 6.1976 -0.3532 -0.1732 0.003 0.011 -0.011 0.0003
H 4.8582 -1.0880 1.7296 -0.032 -0.010 -0.004 0.0001
H 2.5628 0.3625 -2.3027 -0.009 0.058 0.015 0.0007
H 3.8569 -2.2610 2.8523 0.001 0.039 -0.012 0.0001
H 2.6526 -2.8206 4.8976 -0.006 -0.015 -0.005 0.0003
H 0.2157 -2.2457 5.0755 -0.002 -0.005 0.000 0.0001
H -0.8709 -1.1893 3.1218 0.010 0.075 0.028 0.0006
Cl -2.3192 2.9463 -0.7015 -0.121 0.198 0.031 0.0026
C -0.9874 3.4693 0.3422 -0.060 -0.055 -0.112 0.0092
C -0.0138 2.5502 0.6978 0.403 -0.029 0.355 0.0197
C 0.9533 3.0946 1.5307 0.030 -0.050 0.013 0.0123
Cl 2.2165 1.9821 2.0722 0.160 0.138 0.099 0.0315
C 1.0153 4.4067 1.9800 -0.024 0.008 -0.021 -0.0008
Cl 2.2791 4.9554 3.0061 -0.007 -0.009 -0.006 0.0011
C 0.0098 5.2808 1.5693 0.016 -0.053 -0.009 0.0056
Cl 0.0312 6.9181 2.0770 -0.009 0.003 0.004 0.0021
C -1.0095 4.8063 0.7437 0.011 0.009 -0.001 -0.0008
Cl -2.2553 5.8802 0.2444 -0.006 -0.042 -0.014 -0.0002
```
Positions in Å, forces in eV/Å.

---

ORCA calculation (ωB97M-V/def2-TZVPD) on a gas-phase ion, CH4O2PS (charge -1).

Output
total charge = -1
molar mass = 111.08 g/mol
lowest unoccupied orbital energy = 3.71 eV
ΔE to the lowest compared entry with this formula, charge and spin = 64.72 kcal per mole
frontier orbital gap = 0.266 Eh
structure (SMILES) = [O-]P(O)CS
calculated total energy = -25322.4816 eV

```
9
Properties=species:S:1:pos:R:3:forces:R:3:mulliken_charge:R:1
O 1.0258 1.6545 -0.0322 0.194 1.388 -0.639 -0.5666
P 1.0809 0.2833 0.5240 0.481 -2.876 -0.964 0.2035
O 1.7010 -0.9121 -1.0367 -0.742 1.904 1.374 -0.7179
C -0.7735 -0.3203 0.4094 0.156 -0.210 0.030 -0.5914
S -1.8592 1.0846 0.1313 -0.444 -0.016 0.021 -0.3642
H 1.5701 -1.7995 -0.7135 -0.056 -0.526 0.284 0.2481
H -1.0500 -0.8010 1.3522 0.114 -0.007 -0.053 0.3120
H -0.8923 -1.0325 -0.4084 0.174 -0.050 0.063 0.2752
H -0.8029 1.8430 -0.2261 0.122 0.392 -0.115 0.2014
```
Positions in Å, forces in eV/Å.